Molecular formula: C5H8Ag3BBr4F4O3
Method: DFT, the ωB97M-V functional and the def2-TZVPD basis

CARTESIAN COORDINATES (ANGSTROEM)
Ag: -4.225 1.848 -3.313
Ag: -4.882 -3.517 -2.937
Ag: -1.148 -1.243 -5.797
C: -2.564 2.146 -7.886
O: -3.367 2.604 -8.664
O: -1.918 1.168 -8.260
O: -2.545 2.541 -6.725
B: -1.464 -0.589 -1.530
F: -2.671 -0.299 -1.060
F: -1.082 0.281 -2.464
F: -0.515 -0.624 -0.577
F: -1.554 -1.866 -2.139
Br: -2.045 3.375 4.783
C: -1.590 1.524 4.052
C: -1.199 0.732 5.224
Br: -0.784 -1.217 4.773
H: -0.786 1.583 3.318
H: -2.486 1.245 3.496
H: -1.939 0.688 6.024
H: -0.305 1.157 5.681
Br: 5.126 0.271 3.275
C: 4.330 -1.251 2.294
C: 5.093 -1.668 1.101
Br: 6.949 -2.417 1.371
H: 3.309 -1.077 1.954
H: 4.451 -2.073 2.998
H: 5.195 -0.822 0.422
H: 4.617 -2.503 0.587

Properties
multiplicity = 1
relative energy (zero: lowest compared OMol25 entry of this formula, charge and spin) = 229.7 kcal/mol
total charge = 0

=====

Molecular formula: C3H9NO
Method: DFT, the ωB97M-V functional and the def2-TZVPD basis

CARTESIAN COORDINATES (ANGSTROEM)
C: 0.897 1.167 -2.633
N: 1.029 -0.123 -2.316
H: 0.557 1.742 -1.760
H: 1.272 1.618 -3.596
H: 1.605 -0.694 -3.002
H: 1.173 0.344 0.312
C: -0.557 -0.390 0.995
O: 0.780 0.062 1.113
C: -1.132 -0.714 2.339
H: -0.585 -1.235 0.208
H: -1.202 0.443 0.547
H: -0.989 -1.712 2.685
H: -2.166 -0.573 2.136
H: -0.683 0.064 2.971

Properties
multiplicity = 2
relative energy (zero: lowest compared OMol25 entry of this formula, charge and spin) = 28.5 kcal/mol
total charge = -1

=====

Molecular formula: C4H13N2O2
Method: DFT, the ωB97M-V functional and the def2-TZVPD basis

CARTESIAN COORDINATES (ANGSTROEM)
N: 0.359 -1.355 0.196
C: -0.643 -0.302 -0.260
C: -0.586 0.923 0.626
C: -0.863 0.679 2.092
O: -0.733 -0.419 2.569
C: -0.348 -0.087 -1.737
N: -0.452 -1.371 -2.395
H: 0.409 -1.431 1.214
H: 1.278 -1.034 -0.121
H: 0.151 -2.197 -0.353
H: -1.601 -0.811 -0.158
H: 0.455 1.277 0.593
H: -1.190 1.676 0.138
H: -1.085 1.582 2.665
H: -1.011 0.696 -2.120
H: 0.653 0.323 -1.797
H: 0.019 -1.385 -3.289
H: -1.420 -1.624 -2.556
H: 2.194 2.696 -0.386
H: 3.313 1.603 -0.298
O: 2.373 1.750 -0.440

Properties
multiplicity = 1
relative energy (zero: lowest compared OMol25 entry of this formula, charge and spin) = 37.5 kcal/mol
total charge = +1

=====

Molecular formula: C2H3NO4
Method: DFT, the ωB97M-V functional and the def2-TZVPD basis

CARTESIAN COORDINATES (ANGSTROEM)
N: -1.433 1.656 1.172
C: -0.309 1.770 0.833
O: 0.753 1.805 0.407
H: -2.150 1.929 1.819
O: -0.860 -3.356 -0.584
C: -1.087 -2.194 -0.645
O: -1.295 -1.085 -0.783
O: 2.190 -0.511 -0.529
H: 2.686 -0.170 -1.320
H: 1.507 0.156 -0.369

Properties
multiplicity = 1
SMILES string = N=C=O.O=C=O.O
relative energy (zero: lowest compared OMol25 entry of this formula, charge and spin) = 0.0 kcal/mol
total charge = 0

=====

Molecular formula: C8H10O
Method: DFT, the ωB97M-V functional and the def2-TZVPD basis

CARTESIAN COORDINATES (ANGSTROEM)
C: -0.681 -2.296 1.116
C: -0.225 -1.688 -0.323
C: -0.118 -0.185 -0.269
C: -1.187 0.628 -0.246
C: -1.062 2.020 -0.177
C: 0.159 2.541 -0.225
C: 1.327 1.772 -0.331
C: 1.110 0.377 -0.302
O: 2.207 -0.384 -0.398
H: -0.805 -3.573 0.976
H: -1.650 -1.910 1.368
H: 0.113 -1.976 1.760
H: 0.621 -2.208 -0.695
H: -0.919 -1.927 -1.203
H: -2.405 0.138 -0.235
H: -2.025 2.735 0.056
H: 0.164 3.532 -0.235
H: 2.171 2.370 -0.125
H: 3.204 0.034 -0.514

Properties
multiplicity = 1
SMILES string = CCc1ccccc1O
relative energy (zero: lowest compared OMol25 entry of this formula, charge and spin) = 64.1 kcal/mol
total charge = 0

=====

Molecular formula: C16H29N3O
Method: DFT, the ωB97M-V functional and the def2-TZVPD basis

CARTESIAN COORDINATES (ANGSTROEM)
C: -3.882 1.025 1.245
C: -2.798 0.997 0.479
C: -1.535 1.418 -0.449
O: -1.698 1.046 -1.851
C: -2.987 1.465 -2.378
C: -3.944 0.160 -2.553
C: -3.062 -1.077 -3.164
C: -3.335 -2.478 -2.880
C: -0.180 0.615 0.050
N: -0.333 -0.748 -0.628
N: -0.130 0.330 1.495
C: -0.020 1.363 2.301
C: 0.002 0.984 3.899
C: 0.105 2.923 1.991
N: 1.012 1.246 -0.579
C: 2.325 0.815 -0.028
C: 2.898 -0.596 -0.625
C: 2.856 -1.824 0.418
C: 3.614 -1.563 1.820
C: 3.664 -3.064 -0.306
H: -4.801 1.093 1.939
H: -1.315 2.550 -0.398
H: -3.481 2.339 -1.819
H: -2.784 1.846 -3.464
H: -4.308 -0.228 -1.512
H: -4.841 0.334 -3.256
H: -2.181 -0.841 -3.875
H: -3.667 -3.244 -3.680
H: -3.152 -2.833 -1.799
H: 0.253 -0.805 -1.472
H: -0.155 -1.510 0.042
H: -0.093 -0.171 4.023
H: 1.061 1.241 4.313
H: -0.796 1.569 4.492
H: 0.360 3.218 0.915
H: -0.940 3.398 2.217
H: 0.844 3.441 2.733
H: 0.986 1.254 -1.610
H: 3.099 1.620 -0.380
H: 2.407 0.800 1.117
H: 4.030 -0.421 -0.867
H: 2.427 -0.871 -1.658
H: 1.810 -2.239 0.649
H: 4.575 -0.937 1.750
H: 2.836 -1.047 2.524
H: 3.817 -2.601 2.316
H: 3.738 -3.958 0.412
H: 4.679 -2.669 -0.683
H: 3.022 -3.366 -1.227

Properties
multiplicity = 1
SMILES string = C#C[C@H](OCCC=C)[C@](N)(N=C(C)C)NCCC(C)C
relative energy (zero: lowest compared OMol25 entry of this formula, charge and spin) = 250.9 kcal/mol
total charge = 0

=====

Molecular formula: C12H12O
Method: DFT, the ωB97M-V functional and the def2-TZVPD basis

CARTESIAN COORDINATES (ANGSTROEM)
C: -0.848 -2.563 0.305
C: -0.655 -1.101 -0.210
C: 0.469 -0.462 -0.087
C: 1.662 -0.879 0.653
C: 2.699 -0.067 0.953
C: 2.697 1.251 0.394
C: 1.692 1.702 -0.371
C: 0.550 0.904 -0.732
C: -0.686 1.680 -0.269
C: -1.943 0.789 -0.290
C: -2.871 0.933 0.568
O: -3.794 0.830 1.254
C: -1.756 -0.550 -0.999
H: -0.027 -3.043 0.766
H: -1.266 -3.013 -0.540
H: -1.465 -2.581 1.166
H: 1.628 -1.906 1.036
H: 3.675 -0.439 1.349
H: 3.601 1.858 0.566
H: 1.614 2.705 -0.817
H: 0.627 0.720 -1.744
H: -0.716 2.680 -0.811
H: -0.537 2.005 0.752
H: -2.752 -1.058 -0.809
H: -1.601 -0.395 -2.084

Properties
multiplicity = 1
SMILES string = CC1=C2C=CC=C[C@@H]2CC(=C=O)C1
relative energy (zero: lowest compared OMol25 entry of this formula, charge and spin) = 82.6 kcal/mol
total charge = 0

=====

Molecular formula: C24H65CrF12N7O18S4
Method: DFT, the ωB97M-V functional and the def2-TZVPD basis

CARTESIAN COORDINATES (ANGSTROEM)
Cr: -0.740 3.943 -0.677
C: 0.789 0.887 -4.509
F: 0.630 -0.304 -5.034
F: 0.476 0.879 -3.211
F: 2.027 1.309 -4.635
S: -0.368 2.113 -5.322
O: -0.208 2.038 -6.733
O: -1.694 1.758 -4.865
N: 0.020 3.639 -4.509
S: 0.982 4.470 -5.442
O: 1.497 5.625 -4.722
O: 2.028 3.755 -6.149
C: -0.159 5.202 -6.832
F: -0.123 6.522 -6.848
F: 0.223 4.723 -7.999
F: -1.410 4.832 -6.578
C: -0.127 0.718 1.872
F: -1.416 0.845 2.107
F: 0.518 1.670 2.538
F: 0.333 -0.434 2.294
S: 0.267 0.874 0.006
O: 1.349 -0.026 -0.256
O: -0.922 0.545 -0.739
N: 0.641 2.614 -0.241
S: 2.261 2.826 0.072
O: 2.442 4.247 0.329
O: 2.858 1.967 1.060
C: 3.102 2.550 -1.592
F: 3.197 1.262 -1.884
F: 2.478 3.185 -2.547
F: 4.342 2.997 -1.490
O: -2.139 2.868 0.424
H: -2.154 3.065 1.388
H: -2.881 2.203 0.294
O: -1.393 2.831 -2.237
H: -1.097 3.203 -3.103
H: -2.040 2.143 -2.469
O: 0.369 4.847 -2.125
H: 1.025 5.564 -2.116
H: 0.358 4.503 -3.072
O: -0.104 5.017 0.961
H: -0.514 5.885 1.093
H: 0.345 4.820 1.833
O: -1.974 3.510 3.185
H: -2.427 4.343 3.369
H: -1.870 3.093 4.049
C: 2.462 -2.869 -2.934
C: 3.685 -2.747 -2.006
C: 4.784 -1.840 -2.624
O: 5.934 -1.732 -1.836
C: 6.652 -2.932 -1.688
N: 3.185 -2.235 -0.723
H: 2.852 -3.345 -3.840
H: 2.092 -1.895 -3.261
H: 1.658 -3.496 -2.555
H: 4.083 -3.755 -1.888
H: 4.339 -0.867 -2.844
H: 5.032 -2.213 -3.627
H: 6.860 -3.464 -2.623
H: 6.138 -3.626 -1.019
H: 7.646 -2.720 -1.295
H: 2.671 -1.365 -0.834
H: 4.053 -1.906 -0.290
C: -1.251 -5.655 6.893
C: -1.091 -6.032 5.443
C: -0.799 -4.840 4.504
O: -1.833 -3.870 4.561
C: -1.632 -2.835 3.644
N: -0.035 -7.063 5.356
H: -1.298 -6.532 7.542
H: -2.281 -5.315 7.043
H: -0.562 -4.925 7.315
H: -2.025 -6.479 5.096
H: -0.763 -5.219 3.477
H: 0.181 -4.431 4.779
H: -2.629 -2.401 3.510
H: -1.349 -3.118 2.624
H: -0.976 -2.044 4.022
H: 0.802 -6.537 5.617
H: 0.199 -7.296 4.391
C: -4.590 -0.314 2.096
C: -4.274 -0.099 0.640
C: -5.191 -0.866 -0.327
O: -4.825 -0.565 -1.658
C: -5.699 -0.995 -2.664
N: -4.457 1.361 0.408
H: -3.874 0.308 2.640
H: -4.281 -1.313 2.410
H: -5.587 -0.050 2.440
H: -3.228 -0.343 0.453
H: -6.217 -0.556 -0.094
H: -5.140 -1.941 -0.132
H: -5.186 -0.758 -3.595
H: -6.703 -0.559 -2.653
H: -5.852 -2.081 -2.661
H: -5.401 1.620 0.682
H: -4.459 1.528 -0.601
C: -2.097 -2.139 -1.624
C: -2.512 -3.619 -1.719
C: -1.857 -4.296 -2.927
O: -2.386 -5.600 -3.067
C: -1.859 -6.254 -4.231
N: -2.072 -4.253 -0.467
H: -2.503 -1.632 -2.502
H: -1.011 -2.025 -1.584
H: -2.470 -1.637 -0.735
H: -3.594 -3.694 -1.840
H: -0.785 -4.358 -2.710
H: -1.978 -3.662 -3.813
H: -2.188 -7.291 -4.259
H: -0.773 -6.248 -4.321
H: -2.379 -5.746 -5.045
H: -1.098 -4.028 -0.273
H: -1.994 -5.259 -0.606
C: 3.367 5.717 3.482
C: 2.675 4.381 3.797
C: 2.755 3.957 5.282
O: 4.006 3.652 5.821
C: 4.641 2.468 5.333
N: 1.258 4.566 3.482
H: 3.619 5.747 2.424
H: 4.252 5.816 4.116
H: 2.823 6.624 3.756
H: 3.163 3.621 3.189
H: 2.067 3.119 5.460
H: 2.387 4.810 5.862
H: 4.234 1.563 5.792
H: 5.703 2.499 5.555
H: 4.441 2.429 4.261
H: 0.683 3.740 3.616
H: 0.869 5.125 4.244

Properties
multiplicity = 4
total energy = -6526.26915 Ha
total charge = +1